No. 1
Entry from OMol25: the molecule C18H19N3O2 (the ωB97M-V functional and the def2-TZVPD basis).

Last column: Löwdin charge in e.
Atoms and positions in Å:
O  -4.948  -1.093  2.781  0.0817
O  -3.935  -1.988  4.570  0.0977
N  -0.021  -0.054  0.448  0.0916
N  -2.371  -0.533  1.483  0.1654
N  0.962  -0.585  2.467  0.1890
C  -1.401  -1.219  3.435  0.0918
C  1.159  -0.198  1.200  -0.2092
C  2.546  -0.047  0.664  -0.1310
C  -1.853  1.005  -3.277  -0.2118
C  4.912  0.630  1.082  -0.0789
C  -0.129  0.422  -0.938  -0.2510
C  -0.999  -0.439  1.334  -0.2201
C  -3.923  -1.401  3.348  -0.4919
C  4.304  -0.528  -0.975  -0.0746
C  -1.298  2.119  -2.434  -0.2121
C  5.298  0.124  -0.173  -0.0729
C  -0.896  1.742  -1.015  -0.1327
C  -1.037  -0.273  -3.213  -0.2008
C  -0.750  -0.738  -1.774  -0.1171
C  -0.407  -0.741  2.484  -0.2497
C  3.559  0.547  1.461  -0.0303
C  2.973  -0.619  -0.559  -0.0490
C  -2.607  -1.053  2.790  -0.1648
H  6.302  0.317  -0.560  0.0974
H  5.608  1.112  1.773  0.1031
H  -0.089  -0.107  -3.714  0.1097
H  -0.295  2.547  -0.586  0.1256
H  -1.701  -1.051  -1.342  0.1116
H  -1.822  1.624  -0.452  0.1122
H  -3.102  -0.370  0.790  0.1561
H  -1.152  -1.587  4.416  0.1190
H  -0.419  2.573  -2.902  0.1164
H  -1.496  -1.056  -3.794  0.1048
H  -2.072  2.883  -2.378  0.1120
H  -2.828  0.757  -2.824  0.1183
H  0.844  0.636  -1.371  0.1369
H  4.545  -0.927  -1.945  0.0910
H  -0.069  -1.578  -1.821  0.1086
H  -2.034  1.333  -4.317  0.1211
H  -4.922  -2.073  4.655  0.1438
H  3.320  0.959  2.411  0.0958
H  2.245  -1.068  -1.229  0.0974

Results
E_HOMO	-7.9	eV
DFT total energy	-1012.07358	hartree
SMILES	O=C(O)c1cc2nc(-c3ccccc3)n(C3CCCCC3)c2[nH]1
ΔE to the lowest compared entry with this formula, charge and spin	36.3	kcal per mole
gap between HOMO and LUMO	8.5	eV

No. 2
Entry from OMol25: the molecule C18H19N3O3 (the ωB97M-V functional and the def2-TZVPD basis).

Last column: Löwdin charge in e.
Atoms and positions in Å:
O  -0.888  5.302  -1.971  -0.0128
O  -0.244  -3.040  3.057  0.0450
O  1.942  1.101  1.239  0.0232
N  0.662  -0.674  0.566  -0.0174
N  0.729  1.280  -0.519  0.1345
N  -0.363  -0.923  -0.703  0.2054
C  -0.159  0.359  -1.222  -0.1640
C  1.267  0.516  0.352  -0.5225
C  1.998  3.043  -1.103  -0.1234
C  0.111  4.609  -1.788  -0.4732
C  -0.808  6.766  -2.370  0.0019
C  0.691  -1.755  1.394  -0.2024
C  -1.186  0.548  -2.427  0.0161
C  -0.396  -5.320  3.483  -0.0143
C  -0.598  -4.070  2.669  -0.2400
C  2.371  4.272  -1.534  -0.0667
C  -0.786  -6.501  3.023  -0.0786
C  -0.076  3.390  -1.436  0.0660
C  -1.140  -4.468  1.120  0.0131
C  0.962  2.480  -1.125  -0.2850
C  -0.401  -1.796  2.474  -0.0852
C  1.407  4.988  -2.041  -0.0392
C  -1.256  -5.779  0.804  -0.2271
C  -0.850  -6.861  1.525  -0.1005
H  3.539  4.717  -1.438  0.1919
H  -1.822  7.423  -2.460  0.1398
H  1.649  -1.373  2.025  0.1771
H  -1.426  -7.807  1.247  0.1015
H  -1.253  -0.513  -2.944  0.1443
H  -0.064  -5.228  4.279  -0.0238
H  -0.975  -3.608  0.652  -0.0040
H  -0.372  -1.072  3.153  0.0915
H  -0.758  1.266  -2.883  -0.0244
H  -1.682  -5.720  -0.236  0.1187
H  -1.949  1.018  -1.942  0.0388
H  -1.366  -1.844  1.674  0.1915
H  -1.228  3.028  -1.312  0.1907
H  1.530  6.069  -2.048  0.1176
H  3.008  2.276  -0.796  0.2166
H  1.153  -2.759  0.989  0.1810
H  -0.186  6.710  -3.320  0.1041
H  -0.291  7.442  -1.698  0.0658
H  -0.495  -7.492  3.589  0.1284

Results
E_HOMO	-7.3	eV
DFT total energy	-1086.67987	hartree
SMILES	COc1cccc(-n2c(C)nn(CCOc3ccccc3)c2=O)c1
ΔE to the lowest compared entry with this formula, charge and spin	428.5	kcal per mole
gap between HOMO and LUMO	7.8	eV

No. 3
Entry from OMol25: the molecule C18H19NO6S (the ωB97M-V functional and the def2-TZVPD basis).

Last column: Löwdin charge in e.
Atoms and positions in Å:
S  -0.777  2.003  -0.690  0.6807
O  -1.049  3.343  -0.255  -0.2720
O  -1.683  -2.144  0.575  0.0705
O  0.159  -2.850  2.384  0.0018
O  1.761  -2.988  0.805  0.1379
O  2.828  -1.278  4.161  0.1354
O  -1.898  1.169  -1.036  -0.2748
N  0.377  2.032  -1.897  -0.2590
C  0.049  3.463  -3.889  -0.1651
C  2.039  0.131  1.563  0.0113
C  0.691  3.313  -2.502  -0.1910
C  -2.404  -1.880  -0.512  -0.0940
C  1.257  -0.426  2.569  -0.1497
C  -0.105  -0.138  2.638  -0.0002
C  -0.686  0.652  1.664  -0.0418
C  -0.878  1.141  -3.834  -0.1731
C  0.604  -2.824  1.111  -0.4316
C  -0.410  -2.523  -1.219  0.0165
C  -1.228  2.629  -3.928  -0.1897
C  -0.459  -2.539  0.157  -0.1763
C  -1.681  -2.101  -1.650  -0.0509
C  1.448  0.909  0.581  -0.0303
C  0.274  0.936  -2.834  -0.1898
C  0.087  1.135  0.624  -0.2412
C  1.160  -2.810  3.383  -0.0669
C  1.862  -1.447  3.468  -0.3226
H  1.930  -3.568  3.194  0.1452
H  0.662  -3.031  4.330  0.1469
H  3.095  -0.090  1.531  0.1310
H  -0.706  -0.544  3.437  0.1333
H  -0.168  4.513  -4.081  0.1124
H  1.234  0.864  -3.353  0.1312
H  -1.742  0.869  1.671  0.1250
H  2.029  1.318  -0.229  0.1132
H  0.734  3.111  -4.665  0.1117
H  -3.408  -1.531  -0.369  0.1343
H  -2.014  -1.974  -2.658  0.1073
H  0.311  4.070  -1.817  0.1077
H  -0.579  0.760  -4.812  0.1122
H  -1.789  2.823  -4.842  0.1131
H  -1.756  0.591  -3.498  0.0924
H  -1.855  2.905  -3.078  0.1046
H  0.125  0.026  -2.250  0.0970
H  0.436  -2.792  -1.818  0.1247
H  1.781  3.409  -2.563  0.1228

Results
E_HOMO	-9.2	eV
DFT total energy	-1601.66472	hartree
SMILES	O=C(COC(=O)c1ccco1)c1ccc(S(=O)(=O)N2CCCCC2)cc1
ΔE to the lowest compared entry with this formula, charge and spin	33.7	kcal per mole
gap between HOMO and LUMO	9.4	eV

No. 4
Entry from OMol25: a structure of composition C18H20BaN6O3S4 (the ωB97M-V functional and the def2-TZVPD basis).

Last column: Löwdin charge in e.
Atoms and positions in Å:
Ba  -0.450  -1.127  -0.953  1.6155
S  0.984  0.558  1.813  0.8093
S  -5.232  -1.355  -1.652  0.4944
S  3.068  -1.737  0.403  0.7983
S  2.190  1.042  -1.368  0.7872
O  -2.429  -1.164  -2.569  -0.4445
O  -2.002  3.231  -0.190  -0.0197
O  -0.919  1.338  -0.695  -0.3680
N  1.393  -1.851  5.534  0.1052
N  -3.194  -0.154  -2.930  -0.2433
N  -0.069  -5.950  4.634  0.0860
N  -2.747  -0.192  0.717  -0.0589
N  0.051  -2.783  1.454  0.0502
N  2.748  -2.323  -3.462  -0.1700
C  3.102  -1.295  2.154  -0.5461
C  0.949  -2.618  4.789  -0.2779
C  -2.603  0.853  -3.614  -0.0484
C  -5.252  0.981  -3.099  -0.1261
C  -3.293  1.937  -4.076  -0.0796
C  -2.688  1.257  0.930  -0.1972
C  1.406  2.169  1.105  -0.5247
C  0.192  -3.147  2.544  -0.2472
C  3.805  0.240  -1.476  -0.5542
C  -4.668  1.990  -3.814  -0.1042
C  -4.531  -0.133  -2.601  -0.7583
C  4.268  -0.539  -0.247  -0.5204
C  1.847  -2.093  -2.761  -0.4853
C  0.144  -4.868  4.283  -0.2753
C  0.409  -3.544  3.872  -0.3013
C  -1.818  2.016  -0.091  -0.7188
C  2.578  0.085  2.550  -0.5105
C  2.476  2.180  0.018  -0.5078
H  1.722  2.833  1.915  0.0780
H  4.519  0.138  0.571  0.0520
H  -3.074  -0.652  1.557  0.0705
H  3.296  0.858  2.273  0.0555
H  4.116  -1.408  2.546  0.0779
H  -1.541  0.719  -3.750  0.1299
H  -3.426  -0.426  -0.009  -0.0162
H  -6.306  0.998  -2.863  0.0841
H  -3.670  1.739  0.952  0.1078
H  -2.213  1.438  1.898  0.1069
H  4.563  0.990  -1.723  0.0721
H  2.540  3.195  -0.380  0.0726
H  -2.765  2.723  -4.594  0.0958
H  2.477  0.104  3.636  0.0576
H  0.468  2.547  0.703  0.0453
H  5.186  -1.067  -0.514  0.0701
H  3.454  1.943  0.438  0.0515
H  -5.262  2.828  -4.157  0.0927
H  2.505  -2.071  2.628  0.0279
H  3.696  -0.433  -2.327  0.0096

Results
charge	-2
E_HOMO	-2.6	eV
DFT total energy	-2870.57499	hartree
ΔE to the lowest compared entry with this formula, charge and spin	1.6	kcal per mole
gap between HOMO and LUMO	6.6	eV

No. 5
Entry from OMol25: a structure of composition C18H20CaN3S6Se2 (the ωB97M-V functional and the def2-TZVPD basis).

Last column: Löwdin charge in e.
Atoms and positions in Å:
Se  2.217  -0.014  2.087  0.8968
Se  -0.259  -1.949  3.552  0.8869
Ca  -0.276  -1.257  0.597  0.9124
S  -2.782  -1.142  -0.399  0.4502
S  -0.308  -2.575  -3.695  0.9193
S  0.692  -5.217  -2.752  0.5898
S  -1.272  -3.600  -1.196  0.8645
S  -1.549  0.099  -3.449  0.8314
S  3.496  -2.149  -2.620  1.1002
N  1.188  1.941  -2.202  0.1923
N  0.294  0.898  -0.455  0.0451
N  1.652  -1.517  -0.988  -0.0741
C  0.943  0.730  3.377  -0.5379
C  -0.223  -3.877  -2.564  -1.4947
C  1.148  0.815  -1.453  -0.3165
C  0.259  2.819  -1.669  -0.1901
C  -1.121  4.684  -1.273  -0.0691
C  -3.348  0.117  -3.661  -0.3607
C  -1.690  4.022  -0.171  -0.0693
C  2.906  -0.555  -2.662  -0.3163
C  -2.000  -2.072  4.410  -0.3680
C  3.320  -1.053  3.307  -0.3728
C  -0.139  4.098  -2.044  -0.0025
C  0.373  -0.274  4.364  -0.5190
C  -1.289  2.754  0.192  -0.0137
C  -1.304  -1.491  -2.751  -1.0072
C  -1.796  -1.951  -1.578  -1.2358
C  2.416  -2.506  -1.358  -0.4745
C  1.930  -0.389  -1.729  -0.3348
C  -0.293  2.152  -0.575  -0.2348
H  -3.575  1.094  -4.086  0.0399
H  -1.745  2.234  1.024  0.1077
H  1.112  -0.550  5.111  0.0631
H  -1.470  5.677  -1.525  0.1102
H  4.110  -1.485  2.697  0.0265
H  3.307  0.168  -3.354  0.0880
H  3.762  -0.393  4.048  0.0376
H  0.162  1.176  2.759  0.0492
H  2.749  -1.847  3.780  0.0080
H  -2.465  4.517  0.398  0.1091
H  2.356  -3.499  -0.936  0.0778
H  1.444  1.535  3.912  0.0760
H  -3.838  0.009  -2.698  0.0009
H  1.687  2.064  -3.066  0.1704
H  -0.487  0.155  4.876  0.0764
H  -2.591  -1.188  4.193  0.0334
H  -1.861  -2.201  5.478  0.0332
H  -3.653  -0.665  -4.351  0.0488
H  0.293  4.607  -2.895  0.1171
H  -2.486  -2.951  3.994  0.0297

Results
charge	+1
E_HOMO	-10.1	eV
DFT total energy	-8731.71841	hartree
ΔE to the lowest compared entry with this formula, charge and spin	0.0	kcal per mole
gap between HOMO and LUMO	7.3	eV